# C2H7BO3

The molecule C2H7BO3 (ωB97M-V with the def2-TZVPD basis set, OMol25).

Structure (ORCA input):
```
! RIJCOSX wB97M-V def2-TZVPD def2/J DEFGRID3
* xyz 0 1
B 0.35528 1.40660 0.64197
C -0.10814 -2.26026 -0.88243
C -0.46673 0.04246 -0.46830
O 0.26535 1.09363 2.06494
O 0.16742 2.68291 0.24273
O -0.44721 -1.16765 -0.07305
H 0.23110 -2.02374 -1.91225
H -0.93744 -3.05463 -0.72915
H 0.83630 -2.85580 -0.47742
H -0.49891 0.07581 -1.60404
H 1.41623 1.07669 0.12280
H -0.28970 1.84477 2.33076
H -0.52356 3.13921 0.74343
*
```

Relative energy (zero: lowest compared OMol25 entry of this formula, charge and spin) in eV: 5.521
Calculated total energy in eV: -9004.6653
Frontier orbital gap in eV: 9.001
HOMO level in eV: -9.097
M in g mol⁻¹: 89.89